(1)
Formula: H6O3
Source: OMol25
Level of theory: ωB97M-V/def2-TZVPD

Calculated values
Kohn-Sham gap, eV: 9.68
Max |F|, Eh/bohr: 0.1311
Relative energy (zero: lowest compared OMol25 entry of this formula, charge and spin), kJ/mol: 266.6

```
! RIJCOSX wB97M-V def2-TZVPD def2/J DEFGRID3
* xyz 0 1
O 11.543 -3.052 30.950
H 11.757 -3.447 31.795
H 11.392 -3.796 30.368
O 11.810 -6.171 31.785
H 11.246 -6.913 32.006
H 11.767 -5.601 32.553
O 11.213 -5.016 30.112
H 11.318 -5.510 30.925
H 11.801 -5.447 29.492
*
```

(2)
Formula: C22H25N7OPdS2
Source: OMol25
Level of theory: ωB97M-V/def2-TZVPD

Calculated values
Kohn-Sham gap (alpha / beta), eV: 7.28 / 7.28
Max |F|, Eh/bohr: 0.0132
Relative energy (zero: lowest compared OMol25 entry of this formula, charge and spin), kJ/mol: 8.3

```
! RIJCOSX wB97M-V def2-TZVPD def2/J DEFGRID3
* xyz 2 1
Pd 0.437 -0.520 0.050
N -0.781 -0.834 3.833
C -2.027 -0.400 3.379
C -3.259 -0.292 4.013
C -4.302 0.178 3.245
C -4.127 0.533 1.894
C -2.900 0.432 1.276
C -1.846 -0.045 2.047
N -0.503 -0.255 1.737
C 0.083 -0.743 2.817
C 1.485 -1.123 2.769
C 2.335 -1.523 3.747
S 3.863 -1.858 3.072
C 3.288 -1.440 1.529
N 2.038 -1.072 1.508
H -0.577 -1.195 4.751
H -3.397 -0.559 5.052
H -5.281 0.280 3.692
H -4.978 0.896 1.334
H -2.760 0.712 0.240
H 2.152 -1.634 4.804
H 3.917 -1.487 0.652
C -0.952 -5.280 -3.373
C -2.051 -5.807 -2.453
C -1.475 -6.654 -1.324
C -2.937 -4.675 -1.943
N -2.189 -3.650 -1.187
C -1.691 -2.497 -1.609
N -1.069 -1.930 -0.601
N -1.193 -2.787 0.455
N -1.865 -3.811 0.103
H -0.423 -6.108 -3.844
H -0.211 -4.701 -2.814
H -1.355 -4.651 -4.171
H -2.726 -6.433 -3.043
H -0.796 -6.077 -0.693
H -0.911 -7.490 -1.739
H -2.260 -7.065 -0.688
H -3.712 -5.045 -1.275
H -3.407 -4.153 -2.775
H -1.801 -2.102 -2.604
C 2.438 0.708 -3.580
S 2.694 0.002 -1.970
O 1.383 -0.793 -1.695
C 2.572 1.455 -0.966
C 3.727 1.966 -0.398
C 3.642 3.135 0.349
C 2.414 3.750 0.548
C 1.259 3.219 -0.019
C 1.334 2.077 -0.802
H 1.567 1.361 -3.559
H 2.301 -0.115 -4.281
H 3.343 1.264 -3.828
H 4.678 1.464 -0.533
H 4.539 3.566 0.774
H 2.355 4.660 1.129
H 0.306 3.712 0.123
H 0.466 1.757 -1.373
*
```

(3)
Formula: C3H6N2O
Source: OMol25
Level of theory: ωB97M-V/def2-TZVPD

Calculated values
Kohn-Sham gap, eV: 9.16
Max |F|, Eh/bohr: 0.0179
Relative energy (zero: lowest compared OMol25 entry of this formula, charge and spin), kJ/mol: 169.8
SMILES: [H]/N=C/NC(=C)O

```
! RIJCOSX wB97M-V def2-TZVPD def2/J DEFGRID3
* xyz 0 1
H -2.515 -0.590 -2.418
N -1.946 0.125 -1.974
C -1.169 -0.396 -1.113
N -0.295 0.402 -0.400
C 0.560 0.023 0.608
C 1.509 0.779 1.188
O 0.409 -1.248 1.062
H -1.104 -1.451 -0.839
H -0.325 1.391 -0.609
H 1.911 1.662 0.730
H 1.712 0.615 2.246
H 1.253 -1.313 1.519
*
```